{
  "formula": "C33H77N11O11",
  "method": "ωB97M-V/def2-TZVPD",
  "total_energy_ha": -2732.8363,
  "orbital_gap_ha": 0.25563,
  "lumo_energy_ev": -0.19,
  "species": ["C", "C", "O", "N", "C", "H", "H", "H", "H", "H", "H", "H", "C", "C", "O", "N", "C", "H", "H", "H", "H", "H", "H", "H", "C", "C", "O", "N", "C", "H", "H", "H", "H", "H", "H", "H", "C", "C", "O", "N", "C", "H", "H", "H", "H", "H", "H", "H", "C", "C", "O", "N", "C", "H", "H", "H", "H", "H", "H", "H", "C", "C", "O", "N", "C", "H", "H", "H", "H", "H", "H", "H", "C", "C", "O", "N", "C", "H", "H", "H", "H", "H", "H", "H", "C", "C", "O", "N", "C", "H", "H", "H", "H", "H", "H", "H", "C", "C", "O", "N", "C", "H", "H", "H", "H", "H", "H", "H", "C", "C", "O", "N", "C", "H", "H", "H", "H", "H", "H", "H", "C", "C", "O", "N", "C", "H", "H", "H", "H", "H", "H", "H"],
  "coordinates": [[-4.140652, 5.076042, 3.898977], [-3.318630, 4.197130, 2.911548], [-2.398965, 3.647168, 3.411940], [-3.778147, 4.054438, 1.658299], [-3.074755, 3.462242, 0.542468], [-5.092997, 4.562764, 4.031938], [-4.348775, 5.992578, 3.346944], [-3.637185, 5.159426, 4.862130], [-4.673127, 4.478261, 1.459603], [-2.356226, 2.751244, 0.950272], [-2.427688, 4.188879, 0.051137], [-3.776926, 2.946143, -0.112286], [-4.098640, -0.747396, -1.689320], [-3.175347, 0.367257, -1.152731], [-3.446817, 0.746588, -0.034423], [-2.321978, 0.929107, -1.985434], [-1.482554, 2.110078, -1.775685], [-3.919387, -1.142246, -2.689344], [-5.085017, -0.285425, -1.647393], [-4.127464, -1.429142, -0.839326], [-2.279205, 0.681135, -2.963585], [-1.702282, 2.552738, -0.804152], [-1.924755, 2.798972, -2.495392], [-0.413514, 1.933936, -1.894951], [-0.827755, -1.462196, -4.396913], [0.063897, -2.671985, -4.587348], [1.226093, -2.487509, -4.891187], [-0.506321, -3.882204, -4.575591], [0.382572, -5.059499, -4.432935], [-0.463331, -0.808872, -3.604146], [-1.909663, -1.584933, -4.346990], [-0.756567, -0.855083, -5.299379], [-1.506140, -3.959891, -4.455463], [-0.176059, -5.958232, -4.171575], [1.038494, -4.940272, -3.570580], [1.120329, -5.284725, -5.203060], [3.045200, 2.818254, 1.423346], [2.809745, 4.258650, 0.920461], [1.752459, 4.461440, 0.354807], [3.774201, 5.174873, 1.119283], [3.752551, 6.514168, 0.485662], [4.078797, 2.710424, 1.752187], [2.677287, 2.153411, 0.641846], [2.449289, 2.673531, 2.324478], [4.646354, 4.952540, 1.577563], [2.930093, 7.114972, 0.873862], [3.482489, 6.338529, -0.555652], [4.657635, 7.111340, 0.596555], [4.064466, 0.685511, -0.851600], [3.973892, -0.313977, -1.950287], [5.023656, -0.551310, -2.513623], [2.773766, -0.733766, -2.352038], [2.528288, -1.985687, -3.047072], [4.370429, 0.224515, 0.087531], [3.143509, 1.250522, -0.707747], [4.775047, 1.442267, -1.184030], [1.997331, -0.226758, -1.951797], [1.722092, -2.561038, -2.591979], [3.404615, -2.633525, -3.068346], [2.093173, -1.915017, -4.043970], [2.465986, 0.245017, 1.668636], [2.186131, 0.393681, 3.082208], [1.862851, 1.492473, 3.487347], [2.042151, -0.680235, 3.898071], [1.649696, -0.462234, 5.276546], [3.552577, 0.254566, 1.582950], [1.914023, 0.893129, 0.987919], [2.093765, -0.749240, 1.421681], [2.163320, -1.616134, 3.538196], [1.719481, 0.594346, 5.535133], [2.387155, -0.899350, 5.949735], [0.697232, -0.933859, 5.518395], [-2.730148, -2.984093, -1.534023], [-2.332591, -4.223656, -2.327182], [-1.208464, -4.670021, -2.192299], [-3.098748, -4.751647, -3.333682], [-2.736133, -5.956066, -4.093399], [-3.248625, -3.341437, -0.644307], [-3.522873, -2.509643, -2.112446], [-1.960166, -2.255024, -1.281635], [-4.016552, -4.378578, -3.530069], [-3.529316, -6.080045, -4.830691], [-2.631576, -6.771051, -3.377178], [-1.818370, -5.777551, -4.653696], [-1.333364, 6.224957, 4.200857], [-0.154203, 5.477288, 3.823800], [0.998324, 5.720518, 4.252226], [-0.412892, 4.483462, 2.931284], [0.489745, 3.509916, 2.391426], [-1.964489, 5.600453, 4.833140], [-1.930823, 6.579615, 3.360992], [-1.051558, 7.139339, 4.722938], [-1.350506, 4.141679, 2.775864], [0.069697, 2.504142, 2.383166], [1.348057, 3.354126, 3.045003], [0.699749, 3.671784, 1.334171], [3.334119, -2.559358, 0.215810], [2.394177, -3.720090, -0.177936], [2.741489, -4.871636, -0.051402], [1.279991, -3.374251, -0.772051], [0.287972, -4.226231, -1.281213], [3.792993, -2.090042, -0.654407], [4.145136, -2.792661, 0.905681], [2.670447, -1.877553, 0.747580], [1.039149, -2.394085, -0.809034], [0.528498, -5.216823, -0.895256], [0.335350, -4.410012, -2.354561], [-0.735233, -3.934188, -1.044891], [-0.331242, -1.076247, 2.518538], [-0.906044, -2.073642, 1.493728], [-1.351192, -1.664597, 0.398877], [-0.697296, -3.331161, 1.726317], [-1.392635, -4.394570, 1.060433], [-0.175382, -1.657393, 3.427428], [-0.898808, -0.153105, 2.635910], [0.635200, -0.698575, 2.184666], [0.054202, -3.702317, 2.289871], [-2.065927, -4.215054, 0.222245], [-1.992405, -5.003733, 1.736667], [-0.608375, -5.008545, 0.617635], [-0.059277, -1.153758, -1.568663], [0.494679, -0.091879, -0.720363], [1.608012, 0.158092, -0.877115], [-0.307115, 0.378882, 0.226714], [-0.116448, 1.600810, 1.012917], [-1.131932, -1.099704, -1.754675], [0.236096, -2.082307, -1.080154], [0.496091, -0.999804, -2.493851], [-1.152389, -0.154108, 0.373488], [-0.854252, 2.388391, 0.859726], [0.928233, 1.878913, 0.873567], [-0.145302, 1.341334, 2.071191]],
  "atomic_forces_ev_per_a": [[-0.74, -0.80, -1.86], [-4.12, 1.58, 1.62], [-0.21, -3.83, 1.32], [-0.62, 0.64, -0.42], [0.49, 0.13, 0.89], [-0.18, 0.04, 0.14], [-0.02, 0.45, 0.70], [-0.30, 0.15, -0.53], [0.28, 0.15, 0.06], [-0.89, -0.16, 0.07], [-0.40, 0.38, -0.35], [0.32, 0.26, 0.09], [-0.61, 2.15, 0.90], [-2.36, -0.84, -0.63], [0.76, 0.13, 1.02], [1.79, 0.65, -1.30], [-1.48, 0.48, 0.28], [-0.06, 0.40, 0.26], [-0.10, 0.22, -0.33], [-0.09, -0.05, -0.58], [-0.47, -0.68, 0.30], [0.43, -0.50, -0.52], [0.84, 0.50, -0.18], [-0.21, 0.04, -0.19], [-0.46, 0.97, -1.12], [-0.93, 0.95, -1.25], [-2.30, -1.65, -3.02], [1.09, -1.33, -0.27], [0.34, -0.29, 0.40], [-0.50, -0.40, -0.79], [-0.09, -0.64, 0.59], [0.42, -0.07, -0.28], [0.45, 0.05, 0.15], [0.08, 0.26, -0.36], [0.03, 0.27, -0.19], [-0.65, 0.44, -0.74], [0.72, 2.68, -0.16], [0.68, -1.84, 0.37], [0.64, 1.72, -1.89], [1.00, 1.52, -0.09], [-1.40, -0.66, -0.09], [0.21, -0.58, -0.51], [1.07, 1.08, 0.25], [0.67, 0.01, -0.87], [-0.47, -0.45, -0.02], [-0.02, -0.06, 0.27], [0.37, 0.30, -0.21], [0.16, -0.63, 0.05], [-0.19, 1.71, 0.00], [0.13, 1.15, -1.08], [1.26, -1.52, -0.47], [2.27, -3.02, -3.41], [1.41, 0.50, 0.41], [0.23, 0.11, -0.48], [0.76, -0.38, -0.02], [0.46, -0.30, 0.25], [1.09, -0.74, -1.41], [0.45, 0.18, 0.24], [0.21, 0.14, 0.04], [2.26, 1.43, 1.33], [0.40, -2.49, -0.10], [-1.65, 0.69, 1.04], [0.19, 0.06, 1.79], [0.99, 0.14, 0.31], [0.93, -0.54, 0.65], [-0.35, 0.04, -0.40], [1.18, -1.08, 1.24], [0.59, 0.35, -0.09], [0.19, 0.25, 0.17], [-0.62, -0.07, -0.46], [0.09, -0.40, -0.03], [-0.23, 0.37, -0.10], [-2.03, -1.85, -1.79], [0.73, 0.05, -0.87], [-9.35, -5.61, -4.99], [-1.03, 0.96, 0.07], [-0.19, 0.85, 0.36], [0.02, 0.33, 0.10], [0.85, -1.16, 0.18], [-0.53, -1.26, -0.18], [0.10, 0.11, 0.25], [-0.02, -0.45, 0.25], [0.05, -0.29, -0.47], [-0.40, -0.45, 0.19], [-1.29, 1.72, 1.00], [3.27, -1.79, -1.40], [-1.59, -0.12, -0.36], [2.04, 1.34, -0.66], [-0.08, 0.38, 1.83], [0.37, 0.34, 0.04], [0.01, -0.33, -0.21], [0.10, -0.21, 0.27], [1.39, 1.11, -0.07], [-0.10, 2.79, 2.27], [-0.56, 1.20, -0.26], [-0.07, 0.45, 1.26], [-0.90, -0.34, 0.37], [3.06, 0.39, 0.24], [0.17, -1.67, 0.48], [0.85, 0.46, 1.69], [4.32, 0.86, 2.21], [-0.36, -0.15, 0.12], [-0.21, -0.66, -0.05], [0.66, -0.06, -0.65], [3.88, -1.71, 1.23], [-0.35, -0.10, 0.18], [1.97, 1.52, 0.94], [3.01, 1.58, 2.09], [-0.23, -1.26, -0.41], [1.05, 3.62, -0.93], [-1.85, -2.55, 2.59], [-0.68, -2.23, 0.41], [0.10, -2.03, -0.64], [-0.26, 0.55, 0.24], [-0.52, -0.69, 0.35], [-0.91, -0.72, -0.16], [-0.22, 0.70, 0.48], [0.52, 0.85, 0.72], [0.18, 0.12, 0.50], [-0.44, -0.45, 0.39], [-0.62, 0.70, -1.26], [-7.59, -1.55, 2.16], [2.83, 5.61, 4.10], [-0.13, 2.87, 0.16], [0.48, -3.00, -1.35], [0.91, 0.27, 0.04], [-4.31, 2.32, -2.03], [-0.15, -0.67, 0.56], [-0.19, 0.36, -0.24], [0.71, -0.56, -0.48], [-1.24, 0.91, -0.47], [-0.44, -1.11, -0.81]],
  "lowdin_charge": [0.003, -0.526, 0.073, 0.054, -0.079, 0.080, 0.082, 0.072, 0.143, 0.050, 0.104, 0.092, -0.016, -0.557, 0.043, 0.043, -0.018, 0.073, 0.099, 0.082, 0.134, 0.029, 0.105, 0.103, 0.019, -0.505, 0.035, 0.054, -0.046, 0.047, 0.078, 0.097, 0.087, 0.076, 0.080, 0.100, -0.016, -0.499, 0.018, 0.030, -0.057, 0.109, 0.040, 0.037, 0.132, 0.079, 0.079, 0.080, -0.008, -0.598, 0.037, 0.042, -0.051, 0.074, 0.055, 0.100, -0.055, 0.058, 0.113, -0.007, -0.069, -0.522, 0.016, -0.001, -0.056, 0.111, 0.034, 0.056, 0.142, 0.094, 0.081, 0.079, -0.029, -0.423, -0.100, 0.009, -0.042, 0.102, 0.029, 0.049, 0.134, 0.097, 0.103, 0.045, -0.020, -0.525, -0.002, 0.049, -0.124, 0.062, 0.089, 0.095, -0.010, 0.023, 0.087, 0.048, 0.044, -0.542, 0.046, 0.001, -0.172, 0.071, 0.097, 0.032, 0.034, 0.131, 0.068, 0.047, 0.045, -0.407, -0.056, 0.069, -0.046, 0.085, 0.108, 0.040, 0.164, 0.057, 0.099, 0.086, -0.003, -0.517, 0.061, 0.075, -0.085, 0.068, 0.045, 0.084, 0.063, 0.070, 0.073, 0.072]
}